Entry from the Open Molecules 2025 dataset: a cluster of 14 separate species, C42H72O42 in total at a distorted geometry (ωB97M-V/def2-TZVPD).

Last column: Löwdin charge in e.
Positions of all 156 atoms, in Å:
C 3.420 -9.216 2.844  -0.15
C 3.065 -7.981 3.667  -0.16
O 4.133 -7.779 4.538  0.06
C 4.853 -8.992 4.536  -0.49
O 5.775 -9.368 5.233  0.14
O 4.559 -9.692 3.436  0.07
H 3.774 -8.918 1.857  0.14
H 2.602 -9.933 2.913  0.14
H 2.130 -8.118 4.210  0.13
H 2.849 -7.166 2.976  0.13
C -5.725 2.761 -6.566  -0.15
C -5.567 4.221 -6.102  -0.10
O -6.904 4.713 -6.232  0.05
C -7.680 3.838 -6.913  -0.54
O -8.825 3.976 -7.233  0.16
O -6.984 2.683 -7.141  0.06
H -5.646 2.014 -5.776  0.13
H -4.986 2.757 -7.367  0.13
H -5.019 4.809 -6.838  0.13
H -5.210 4.140 -5.075  0.13
C 4.815 -2.659 7.578  -0.13
C 5.014 -2.297 6.068  -0.13
O 3.714 -2.166 5.588  0.04
C 2.813 -2.798 6.421  -0.47
O 1.702 -3.146 6.109  0.15
O 3.463 -3.056 7.644  0.03
H 4.957 -1.838 8.281  0.13
H 5.441 -3.505 7.864  0.13
H 5.675 -3.048 5.636  0.13
H 5.396 -1.279 5.989  0.13
C 10.264 1.937 -2.675  -0.02
C 10.368 0.476 -2.046  -0.09
O 9.518 0.467 -0.907  0.07
C 8.887 1.670 -0.887  -0.65
O 8.024 1.976 -0.026  0.08
O 9.256 2.419 -1.766  0.11
H 9.761 1.981 -3.642  0.13
H 11.080 2.658 -2.648  0.13
H 11.403 0.374 -1.721  0.12
H 10.052 -0.279 -2.766  0.13
C -6.105 1.043 7.257  -0.13
C -4.671 0.972 7.906  -0.07
O -4.903 2.151 8.700  0.06
C -6.160 2.176 9.117  -0.59
O -6.517 2.827 10.138  0.09
O -6.874 1.466 8.335  0.11
H -6.384 0.046 6.917  0.13
H -6.146 1.722 6.406  0.13
H -3.987 1.241 7.101  0.13
H -4.561 -0.056 8.251  0.13
C 1.480 5.933 6.112  -0.11
C 0.234 5.658 5.312  -0.14
O 0.093 6.766 4.496  0.11
C 0.974 7.660 4.776  -0.57
O 1.068 8.823 4.274  0.08
O 1.883 7.220 5.629  0.09
H 2.357 5.309 5.941  0.14
H 1.116 5.847 7.135  0.13
H -0.533 5.587 6.083  0.13
H 0.310 4.763 4.695  0.14
C 1.511 -0.852 -0.171  -0.05
O 0.347 -0.298 0.455  -0.01
C -0.199 0.825 -0.090  -0.62
O -0.043 1.248 -1.216  0.11
O -1.134 1.236 0.700  0.01
C -2.006 2.333 0.314  -0.01
H 1.442 -1.275 -1.174  0.10
H 1.933 -1.591 0.510  0.09
H 2.302 -0.110 -0.068  0.10
H -2.726 2.026 -0.444  0.10
H -1.334 3.135 0.005  0.10
H -2.622 2.814 1.073  0.09
C 5.092 0.242 -5.115  -0.06
O 5.495 -1.074 -4.801  0.02
C 5.347 -1.975 -5.760  -0.67
O 4.888 -1.845 -6.901  0.09
O 5.770 -3.039 -5.253  0.04
C 6.067 -4.160 -6.135  0.01
H 5.488 1.008 -4.448  0.09
H 4.028 0.263 -5.347  0.10
H 5.561 0.715 -5.978  0.09
H 7.124 -4.075 -6.389  0.10
H 5.472 -4.283 -7.040  0.10
H 5.948 -5.105 -5.605  0.09
C 10.409 -9.308 1.885  -0.05
O 9.902 -9.337 0.546  0.00
C 8.902 -8.517 0.143  -0.57
O 8.235 -8.733 -0.857  0.12
O 8.879 -7.437 0.931  -0.04
C 8.254 -6.220 0.429  -0.01
H 11.298 -9.925 2.016  0.09
H 9.705 -9.869 2.500  0.09
H 10.480 -8.346 2.393  0.09
H 8.510 -5.287 0.931  0.09
H 7.198 -6.373 0.208  0.09
H 8.734 -6.040 -0.533  0.09
C -9.165 7.663 3.081  -0.01
O -7.669 7.665 2.931  -0.04
C -7.142 8.495 1.951  -0.57
O -7.815 9.269 1.235  0.08
O -5.871 8.313 1.938  0.01
C -5.151 8.808 0.877  -0.05
H -9.321 6.933 3.876  0.09
H -9.692 7.382 2.169  0.08
H -9.513 8.680 3.259  0.09
H -4.848 9.815 1.162  0.11
H -5.813 8.788 0.011  0.10
H -4.277 8.170 0.744  0.10
C -0.572 -7.026 -2.614  -0.06
O -1.496 -6.711 -1.601  -0.01
C -1.639 -7.508 -0.524  -0.58
O -1.178 -8.666 -0.433  0.08
O -2.586 -6.936 0.120  0.04
C -3.054 -7.539 1.296  -0.04
H -0.745 -8.020 -3.027  0.10
H 0.445 -6.995 -2.221  0.09
H -0.464 -6.299 -3.418  0.09
H -2.659 -7.110 2.216  0.10
H -2.728 -8.579 1.299  0.09
H -4.124 -7.722 1.399  0.10
C -9.389 2.750 -0.447  -0.04
O -8.603 1.541 -0.507  -0.03
C -8.285 0.780 0.609  -0.48
O -8.506 1.114 1.728  0.14
O -7.715 -0.477 0.171  -0.04
C -7.588 -1.455 1.198  -0.09
H -9.492 2.966 0.616  0.08
H -10.376 2.577 -0.877  0.09
H -9.049 3.677 -0.909  0.09
H -6.884 -1.117 1.959  0.09
H -7.212 -2.417 0.852  0.09
H -8.490 -1.674 1.771  0.09
C -1.689 -1.730 -6.819  -0.04
O -3.002 -2.029 -6.357  -0.05
C -3.785 -2.953 -6.910  -0.54
O -3.710 -3.166 -8.125  0.11
O -4.465 -3.704 -6.003  0.00
C -4.667 -3.220 -4.672  -0.04
H -1.101 -1.148 -6.110  0.09
H -1.833 -1.017 -7.631  0.09
H -1.088 -2.520 -7.270  0.10
H -3.992 -2.387 -4.473  0.09
H -4.335 -4.052 -4.050  0.10
H -5.695 -2.892 -4.518  0.10
C -1.095 10.033 -5.134  -0.07
O -0.740 8.912 -4.342  -0.02
C 0.460 8.974 -3.636  -0.54
O 1.228 9.941 -3.593  0.10
O 0.538 7.874 -2.909  0.01
C 1.804 7.605 -2.312  -0.04
H -1.819 9.679 -5.868  0.09
H -0.302 10.567 -5.659  0.09
H -1.664 10.747 -4.539  0.09
H 2.653 8.071 -2.812  0.09
H 2.017 6.553 -2.123  0.10
H 1.800 8.169 -1.380  0.10

LUMO in eV: -0.360
Net charge: 0
Relative energy (zero: lowest compared OMol25 entry of this formula, charge and spin) in kcal/mol: 187.8
2S+1: 1